Density functional theory data (wB97M-V/def2-TZVPD) for one molecule with the formula C23H24N2O4S2.

## Properties
calculated total energy = -57081.45427 eV
structure (SMILES) = COc1ccc2c(-c3ccccc3)cc(SCC(=O)N(C)[C@@H]3CCS(=O)(=O)C3)nc2c1
ΔE to the lowest compared entry with this formula, charge and spin = 11.37 kcal/mol

Structure (ORCA input):
```
! wB97M-V def2-TZVPD RIJCOSX def2/J DEFGRID3
* xyz 0 1
C 3.15520 5.51089 0.17804
O 2.17022 4.60557 0.61684
C 2.38197 3.27369 0.46378
C 3.54075 2.71500 -0.10869
C 3.66761 1.35713 -0.23379
C 2.65488 0.48489 0.19717
C 2.72340 -0.93343 0.09095
C 3.84697 -1.60549 -0.58153
C 4.19094 -1.28164 -1.89129
C 5.23610 -1.93375 -2.51956
C 5.95202 -2.91090 -1.84810
C 5.61079 -3.24329 -0.54769
C 4.56047 -2.59994 0.08074
C 1.70631 -1.67983 0.63166
C 0.62473 -1.01541 1.23977
S -0.65620 -2.01487 1.92788
C -1.70416 -0.74566 2.71055
C -3.15546 -0.84511 2.29934
O -4.00467 -1.16719 3.11106
N -3.46585 -0.54275 1.01490
C -2.49549 -0.15190 0.01361
C -4.85814 -0.64747 0.61553
C -5.04013 -1.74927 -0.46144
C -6.18180 -1.37689 -1.37776
S -5.81576 0.38283 -1.64042
O -4.62513 0.50653 -2.43898
O -6.96856 1.13360 -2.04913
C -5.40772 0.68547 0.10639
N 0.51037 0.28121 1.31423
C 1.50294 1.04915 0.81397
C 1.38279 2.43972 0.92331
H 2.76003 6.50132 0.39794
H 3.33167 5.42472 -0.89877
H 4.09860 5.37253 0.71580
H 4.34328 3.35046 -0.44816
H 4.57027 0.94459 -0.65941
H 3.62088 -0.53222 -2.42146
H 5.49229 -1.67876 -3.53745
H 6.77128 -3.41495 -2.33878
H 6.16385 -4.00749 -0.02175
H 4.29694 -2.85307 1.09743
H 1.70744 -2.75731 0.58256
H -1.24197 0.20524 2.43773
H -1.65309 -0.90639 3.78738
H -3.01348 0.21259 -0.87210
H -1.84443 0.63947 0.38624
H -1.86740 -0.99731 -0.27725
H -5.39128 -0.94011 1.52735
H -4.13184 -1.81260 -1.06175
H -5.19597 -2.71282 0.02381
H -6.17556 -1.91190 -2.32043
H -7.15776 -1.43490 -0.90607
H -6.33683 0.96893 0.58941
H -4.69181 1.49689 0.18133
H 0.50553 2.86220 1.38505
*
```

Density functional theory data (wB97M-V/def2-TZVPD) for C23H24N4O4Ti as an isolated structure.

## Properties
calculated total energy = -61493.94014 eV
ΔE to the lowest compared entry with this formula, charge and spin = 36.98 kcal/mol

Structure (ORCA input):
```
! wB97M-V def2-TZVPD RIJCOSX def2/J DEFGRID3
* xyz 2 1
Ti -0.23127 0.22712 0.26216
O 3.52740 -1.92491 1.24449
C 2.29879 -1.50096 1.14009
O 1.96386 -0.32293 1.09030
C 1.23627 -2.54085 1.14642
C 1.33493 -3.85565 1.55008
C 0.14553 -4.54205 1.80755
C -1.06529 -3.86490 1.76599
C -1.04576 -2.53659 1.36581
N 0.06342 -1.93811 0.97289
C -2.14348 -1.52430 1.52622
O -3.27837 -1.75638 1.77545
O -1.61885 -0.27015 1.39259
H 4.14783 -1.17477 1.31566
H 2.29992 -4.31715 1.70758
H 0.17867 -5.57689 2.12057
H -1.99448 -4.32460 2.07460
C 0.18251 0.58977 -2.90841
N 0.83465 -0.01473 -1.70457
C 1.19409 -1.41042 -2.06884
C 2.00043 0.80976 -1.35199
C 3.28083 0.56764 -1.82172
C 4.31395 1.39000 -1.39349
C 4.07293 2.41644 -0.48222
C 2.79490 2.64081 0.00092
C 1.75253 1.84801 -0.45525
N 0.39694 1.95207 0.00203
C -0.36747 3.04591 -0.51760
C 0.12351 4.32336 -0.74688
C -0.66492 5.23397 -1.43175
C -1.92387 4.87284 -1.90114
C -2.41895 3.60037 -1.65451
C -1.63641 2.70216 -0.95186
N -2.09538 1.38330 -0.53644
C -2.78167 0.61164 -1.60702
C -3.11137 1.64976 0.54507
H 0.92114 0.64628 -3.70895
H -0.17453 1.59202 -2.68606
H -0.63656 -0.05017 -3.22955
H 1.67654 -1.44034 -3.04600
H 0.28594 -2.00911 -2.12177
H 1.87232 -1.83878 -1.33734
H 3.48298 -0.23489 -2.51767
H 5.31491 1.22921 -1.77021
H 4.89108 3.03650 -0.14244
H 2.60983 3.40505 0.74350
H 1.11056 4.60950 -0.41537
H -0.28892 6.23145 -1.61148
H -2.52454 5.58612 -2.44771
H -3.40752 3.32172 -1.99797
H -3.84932 0.83010 -1.61522
H -2.67122 -0.46116 -1.41817
H -2.37273 0.85511 -2.58144
H -2.62814 2.10257 1.40667
H -3.85016 2.34071 0.13953
H -3.59853 0.72875 0.84220
*
```

Density functional theory data (wB97M-V/def2-TZVPD) for C23H25BrCuN6O6S2 as an isolated structure.

## Properties
calculated total energy = -181838.09964 eV
ΔE to the lowest compared entry with this formula, charge and spin = 0.39 kcal/mol

Structure (ORCA input):
```
! wB97M-V def2-TZVPD RIJCOSX def2/J DEFGRID3
* xyz 0 2
Cu 0.62723 -0.39889 0.08918
O 3.86054 -0.13732 -2.93541
C 2.93334 -0.14992 -1.97391
O 1.75402 -0.27292 -2.18710
C 3.50344 0.00509 -0.60270
C 4.85130 0.15159 -0.34900
C 5.26348 0.24211 0.97751
C 4.32132 0.17056 1.98336
C 2.98166 0.02184 1.64253
N 2.59453 -0.04234 0.37462
C 1.88162 -0.09844 2.70523
O 2.23161 -0.01644 3.87726
O 0.72141 -0.28717 2.23086
H 3.40150 -0.26142 -3.78045
H 5.55454 0.18285 -1.16744
H 6.31327 0.35630 1.21238
H 4.57267 0.21992 3.03311
C 1.00825 2.57360 0.66055
N 0.56251 3.95703 0.65488
C -0.77599 4.01372 1.25194
N -1.73062 3.18572 0.51879
C -1.26376 1.80948 0.52634
N 0.09019 1.68128 -0.09861
C 0.00177 2.20840 -1.49119
N -0.46380 3.58703 -1.51210
C 0.46123 4.40900 -0.73519
C -1.78138 3.64483 -0.87176
H 1.06159 2.21616 1.68893
H 1.99906 2.52091 0.20458
H -1.12025 5.04929 1.24673
H -0.71899 3.66558 2.28484
H -1.95077 1.19116 -0.04581
H -1.19159 1.43752 1.54920
H -0.67480 1.56410 -2.04877
H 0.99762 2.16062 -1.93468
H 0.11569 5.44420 -0.74464
H 1.45095 4.36613 -1.19586
H -2.47336 3.01226 -1.42918
H -2.14109 4.67501 -0.89385
Br -6.70786 -2.80219 -2.62119
C -4.99343 -3.10664 -1.86952
C -4.65549 -4.38434 -1.45230
C -3.39802 -4.60220 -0.90846
C -2.50323 -3.55202 -0.76468
C -2.86016 -2.27684 -1.18456
C -4.10645 -2.05250 -1.75678
C -1.89914 -1.12371 -1.07409
O -1.92212 -0.22132 -1.89769
O -1.10570 -1.18197 -0.05090
H -5.36281 -5.19490 -1.55933
H -3.11619 -5.60036 -0.59908
H -1.51278 -3.72581 -0.36366
H -4.36111 -1.06257 -2.10833
S 1.48991 -2.93134 -0.09362
C 0.98097 -3.08354 1.50277
N -0.25058 -2.89181 1.92344
C -0.50386 -2.93161 3.35557
C 0.85809 -2.90859 4.05749
S 2.07184 -3.44376 2.80898
H -0.90652 -2.45504 1.27191
H -1.06802 -3.83417 3.59964
H -1.09136 -2.05827 3.63419
H 0.88803 -3.58928 4.90398
H 1.12864 -1.90283 4.37685
*
```

Density functional theory data (wB97M-V/def2-TZVPD) for C23H25F3NO4STl as an isolated structure.

## Properties
calculated total energy = -57615.50897 eV

Structure (ORCA input):
```
! wB97M-V def2-TZVPD RIJCOSX def2/J DEFGRID3
* xyz 0 1
C 2.57276 0.18491 1.65081
C 2.99556 -0.41194 0.42506
C 3.01320 0.59796 -0.58242
H 3.26922 -1.45513 0.28822
C 2.61708 1.82854 0.02234
C 2.34996 1.57276 1.40969
H 2.54832 2.79736 -0.47342
C -1.45012 -1.98934 1.45045
C -0.49520 -2.83288 0.81993
C -0.69533 -2.75668 -0.58517
H 0.26325 -3.43300 1.31261
C -1.78575 -1.87205 -0.82871
C -2.23983 -1.38640 0.43168
H 3.29717 0.46475 -1.62494
H 2.02542 2.31243 2.14216
H 2.47756 -0.31933 2.61230
H -3.06624 -0.69761 0.58256
H -0.13425 -3.28707 -1.35557
H -1.60050 -1.86333 2.52029
Tl -0.37488 1.26841 0.07568
C -2.44916 -1.62671 -2.16259
C -3.89009 -2.14990 -2.07245
C -1.68607 -2.36182 -3.27096
H -3.90261 -3.22444 -1.85112
H -4.41042 -1.98442 -3.02465
H -4.45062 -1.63119 -1.28366
H -1.60263 -3.43014 -3.03762
H -0.67746 -1.94243 -3.36146
H -2.20721 -2.23992 -4.22767
C -2.54732 -0.11216 -2.51647
C -1.25215 0.55149 -2.96046
H -2.97010 0.44603 -1.66187
H -3.27813 -0.00859 -3.33520
O -0.14214 0.25799 -2.47826
N -1.39223 1.51100 -3.91104
C -0.35424 2.49799 -4.21027
H -2.33424 1.73974 -4.20640
C 1.01264 1.91538 -4.44252
C 2.11741 2.58996 -3.90823
H 1.94060 3.49723 -3.31780
C 3.40958 2.10556 -4.11903
H 4.25391 2.63771 -3.67594
C 3.61283 0.95800 -4.89850
H 4.62840 0.59300 -5.07694
C 2.50788 0.29956 -5.45767
H 2.65895 -0.59456 -6.06759
C 1.20832 0.78256 -5.24219
H 0.35116 0.28142 -5.70742
H -0.29481 3.23836 -3.40234
H -0.67960 3.03078 -5.10846
F -2.30397 2.69984 4.25482
C -2.14200 1.98350 3.12931
F -0.82750 1.59275 3.07908
F -2.89247 0.85130 3.21427
S -2.67684 2.91526 1.58882
O -2.90943 1.83991 0.58743
O -3.86178 3.61844 2.01856
O -1.47288 3.69368 1.26901
*
```

Density functional theory data (wB97M-V/def2-TZVPD) for one molecule with the formula C23H25N3O2S.

## Properties
calculated total energy = -43658.70566 eV
structure (SMILES) = CC(=O)c1ccc(N2CCN(C(=O)CCCc3nc4ccccc4s3)CC2)cc1
ΔE to the lowest compared entry with this formula, charge and spin = 23.23 kcal/mol

Structure (ORCA input):
```
! wB97M-V def2-TZVPD RIJCOSX def2/J DEFGRID3
* xyz 0 1
C -3.36087 -2.17782 2.15751
C -2.86803 -2.10499 0.73012
O -3.63665 -2.17252 -0.20845
C -1.41697 -1.95174 0.52988
C -0.46412 -2.19025 1.52081
C 0.88155 -2.10535 1.24716
C 1.35312 -1.73088 -0.02147
N 2.70092 -1.72401 -0.29991
C 3.19632 -1.36416 -1.60691
C 3.32229 0.17587 -1.71624
N 3.59164 0.69316 -0.39304
C 2.81399 1.56094 0.31251
O 3.00540 1.73136 1.50228
C 1.76539 2.33052 -0.46519
C 1.01958 3.30612 0.44339
C 0.08253 2.58113 1.41070
C -1.10844 2.00492 0.74088
N -1.25877 1.83405 -0.51339
C -2.49060 1.33814 -0.83834
C -2.94853 1.06382 -2.12232
C -4.23086 0.58300 -2.28146
C -5.06379 0.37759 -1.18520
C -4.62954 0.64114 0.09835
C -3.34091 1.11414 0.26457
S -2.50747 1.53793 1.73137
C 4.47540 -0.17438 0.35956
C 3.69743 -1.45881 0.72243
C 0.38736 -1.45484 -1.00258
C -0.95409 -1.58784 -0.73594
H -3.01812 -3.10148 2.61953
H -2.98197 -1.33664 2.73340
H -4.44781 -2.16603 2.16145
H -0.76967 -2.48336 2.51336
H 1.57708 -2.36244 2.03060
H 2.55237 -1.76488 -2.38771
H 4.17877 -1.83283 -1.71868
H 4.14538 0.44179 -2.39112
H 2.40277 0.60775 -2.10522
H 1.03406 1.64306 -0.89448
H 2.25589 2.87312 -1.27619
H 1.74484 3.87475 1.02697
H 0.43916 3.99582 -0.17036
H -0.26082 3.27322 2.18378
H 0.63577 1.78647 1.91939
H -2.29542 1.23057 -2.96478
H -4.59692 0.35944 -3.27232
H -6.06176 -0.00221 -1.33866
H -5.26944 0.47693 0.95091
H 5.35548 -0.38869 -0.25114
H 4.78406 0.34974 1.26383
H 3.20843 -1.30396 1.68167
H 4.38303 -2.31086 0.80553
H 0.67541 -1.13967 -1.99242
H -1.68384 -1.39582 -1.50840
*
```

Density functional theory data (wB97M-V/def2-TZVPD) for one molecule with the formula C23H25N3O5.

## Properties
calculated total energy = -38965.97799 eV
structure (SMILES) = CCOC(=O)N1CCN([C@H]2CC(=O)N(c3ccc(Oc4ccccc4)cc3)C2=O)CC1
ΔE to the lowest compared entry with this formula, charge and spin = 13.64 kcal/mol

Structure (ORCA input):
```
! wB97M-V def2-TZVPD RIJCOSX def2/J DEFGRID3
* xyz 0 1
C -2.63990 4.10142 5.37738
C -2.00039 3.80024 4.02970
O -1.50667 2.46353 3.96671
C -0.29478 2.25910 4.53521
O 0.38215 3.13567 5.01854
N 0.05421 0.95032 4.53144
C 1.39138 0.56225 4.91760
C 2.18003 0.09665 3.69237
N 1.45716 -0.99456 3.05651
C 2.22945 -1.69455 2.03859
C 1.60890 -3.04061 1.67423
C 1.03148 -2.85250 0.28786
O 0.32834 -3.61384 -0.31794
N 1.48561 -1.63279 -0.19427
C 1.18127 -1.15108 -1.49590
C -0.12337 -1.20908 -1.96620
C -0.42112 -0.75353 -3.23532
C 0.58576 -0.23203 -4.04302
O 0.35883 0.29058 -5.28215
C -0.65420 -0.19512 -6.07299
C -0.99020 -1.54347 -6.12531
C -1.97565 -1.96855 -6.99760
C -2.62258 -1.06436 -7.82266
C -2.27373 0.27532 -7.78020
C -1.29403 0.71338 -6.90943
C 1.88853 -0.15471 -3.55519
C 2.18734 -0.61576 -2.28993
C 2.24956 -0.92479 0.71691
O 2.76298 0.14357 0.51472
C 0.15641 -0.52452 2.60174
C -0.65581 -0.08638 3.82276
H -3.43026 3.38494 5.58898
H -3.06019 5.10299 5.36541
H -1.88853 4.04283 6.16077
H -1.17447 4.49392 3.84227
H -2.73234 3.86531 3.22153
H 1.87493 1.42230 5.38144
H 1.32088 -0.25851 5.63850
H 3.15815 -0.26746 4.01206
H 2.32634 0.94352 3.00484
H 3.24852 -1.79712 2.42089
H 2.35359 -3.83649 1.62974
H 0.83836 -3.34917 2.37943
H -0.90542 -1.61375 -1.34395
H -1.43842 -0.78907 -3.59544
H -0.47504 -2.25233 -5.49348
H -2.23357 -3.01648 -7.03439
H -3.39137 -1.40361 -8.50003
H -2.76901 0.98491 -8.42593
H -1.00801 1.75264 -6.86477
H 2.65509 0.26844 -4.18452
H 3.19693 -0.55742 -1.91653
H -0.36942 -1.33319 2.09069
H 0.24738 0.33053 1.91043
H -1.63367 0.28329 3.52043
H -0.77740 -0.94080 4.49751
*
```

Density functional theory data (wB97M-V/def2-TZVPD) for one molecule with the formula C23H25N3O5.

## Properties
calculated total energy = -38965.50342 eV
structure (SMILES) = COc1ccc(N[C@@H]2CCCN(C(=O)CN3C(=O)c4ccccc4C3=O)C2)cc1OC
ΔE to the lowest compared entry with this formula, charge and spin = 24.58 kcal/mol

Structure (ORCA input):
```
! wB97M-V def2-TZVPD RIJCOSX def2/J DEFGRID3
* xyz 0 1
C -5.42503 -1.26679 -0.01764
O -4.55705 -0.48731 -0.80978
C -3.19876 -0.62426 -0.66243
C -2.44801 -0.30792 -1.78704
C -1.06821 -0.32362 -1.78435
C -0.38913 -0.69558 -0.62910
N 0.98482 -0.63009 -0.50249
C 1.93510 -0.89500 -1.55486
C 2.41672 -2.35755 -1.54600
C 3.20426 -2.66498 -0.27135
C 4.31267 -1.63398 -0.05418
N 3.77675 -0.28550 -0.09426
C 3.69961 0.42943 1.04885
O 4.15379 0.01668 2.09746
C 3.12722 1.85572 0.98041
N 1.72038 1.98837 0.67135
C 1.25822 2.66166 -0.45208
O 1.97133 3.09833 -1.32432
C -0.21122 2.70277 -0.32470
C -1.17296 3.22195 -1.16521
C -2.50214 3.11268 -0.76970
C -2.84492 2.51558 0.43236
C -1.87268 1.99303 1.27926
C -0.55669 2.08358 0.87894
C 0.68823 1.59925 1.52214
O 0.82851 0.98450 2.54684
C 3.15790 0.02207 -1.35878
C -1.13628 -1.04273 0.49787
C -2.52037 -0.98607 0.51487
O -3.26084 -1.24416 1.64018
C -2.59185 -1.64396 2.81185
H -6.40180 -1.18830 -0.49575
H -5.11597 -2.31504 0.00391
H -5.48893 -0.89241 1.00641
H -2.98646 -0.02164 -2.67646
H -0.53398 -0.03362 -2.67456
H 1.31519 -0.92672 0.40590
H 1.46763 -0.66692 -2.51492
H 1.55511 -3.02382 -1.62434
H 3.05204 -2.52256 -2.41860
H 3.64554 -3.66024 -0.33804
H 2.53788 -2.66028 0.59363
H 4.78763 -1.77622 0.91759
H 5.06838 -1.72474 -0.84198
H 3.67568 2.43754 0.23318
H 3.30583 2.27880 1.97474
H -0.89708 3.69300 -2.09563
H -3.28026 3.50062 -1.40915
H -3.88465 2.44747 0.71319
H -2.13744 1.53392 2.21846
H 2.87113 1.06714 -1.41918
H 3.88465 -0.17585 -2.15493
H -0.59916 -1.31203 1.39394
H -1.88437 -0.88436 3.15883
H -3.37255 -1.77778 3.55965
H -2.06342 -2.59209 2.66996
*
```

Density functional theory data (wB97M-V/def2-TZVPD) for one molecule with the formula C23H25N5O2.

## Properties
calculated total energy = -35802.78616 eV
structure (SMILES) = O=C(c1nc2ccccn2c1CNCCn1ccc2ccccc21)N1CCOCC1
ΔE to the lowest compared entry with this formula, charge and spin = 47.46 kcal/mol

Structure (ORCA input):
```
! wB97M-V def2-TZVPD RIJCOSX def2/J DEFGRID3
* xyz 0 1
O 0.71103 -2.75606 0.51430
C -0.18425 -2.13564 1.08527
C -0.69221 -0.87483 0.50863
N -1.21196 0.14589 1.23617
C -1.43068 1.12803 0.38728
C -1.95833 2.40796 0.61396
C -2.09233 3.26349 -0.43922
C -1.70124 2.86003 -1.73458
C -1.19505 1.61799 -1.94714
N -1.06953 0.75508 -0.90863
C -0.60145 -0.52484 -0.83494
C -0.25551 -1.36473 -2.03015
N 1.11014 -1.81213 -2.17834
C 2.10907 -0.84974 -2.57592
C 2.95125 -0.21026 -1.45115
N 2.27761 0.80806 -0.69489
C 1.96647 0.72999 0.63452
C 1.43539 1.90393 1.07238
C 1.41157 2.78433 -0.04275
C 0.99505 4.10182 -0.22661
C 1.12561 4.66791 -1.47406
C 1.67198 3.95051 -2.54138
C 2.09524 2.64757 -2.38989
C 1.95536 2.06197 -1.13647
N -0.68823 -2.57127 2.25768
C -1.81366 -2.03533 2.98673
C -2.94373 -3.07221 2.98377
O -2.51497 -4.30054 3.52687
C -1.41913 -4.82044 2.80734
C -0.24261 -3.83971 2.79908
H -2.23321 2.67424 1.62065
H -2.49027 4.25510 -0.29482
H -1.79319 3.54387 -2.56175
H -0.87484 1.27944 -2.92017
H -0.53816 -0.83069 -2.94288
H -0.86269 -2.27690 -1.97653
H 1.38323 -2.32980 -1.34667
H 1.62918 -0.06703 -3.16876
H 2.81771 -1.37664 -3.22902
H 3.25803 -0.99817 -0.75829
H 3.85163 0.22434 -1.90289
H 2.14669 -0.17923 1.17652
H 1.09296 2.11866 2.06453
H 0.58296 4.66150 0.60003
H 0.80924 5.68802 -1.63718
H 1.76972 4.43156 -3.50382
H 2.53232 2.10969 -3.21851
H -2.13161 -1.09463 2.54165
H -1.49808 -1.85442 4.02050
H -3.77491 -2.73774 3.60608
H -3.29855 -3.22208 1.95164
H -1.14289 -5.75230 3.30289
H -1.71906 -5.03460 1.76975
H 0.56965 -4.21617 2.17632
H 0.11325 -3.68288 3.82290
*
```